{
  "formula": "C4H7N3O",
  "method": "wB97M-V/def2-TZVPD",
  "e_tot_ev": -10771.5199,
  "orbital_gap_ev": 9.85,
  "e_above_lowest_kcal_mol": 189.73,
  "elements": ["C", "H", "C", "H", "H", "H", "N", "H", "H", "O", "N", "C", "C", "N", "H"],
  "xyz": [[1.27375, 0.34837, -0.23934], [0.21484, -1.34123, 0.00348], [-1.69318, -0.26643, -0.08339], [0.79164, 0.10673, -2.17663], [-2.24335, 0.72767, -0.60399], [2.94096, 1.39294, -1.09810], [0.32716, -0.39126, 1.91420], [0.00352, -1.14783, 2.42495], [-2.55582, -1.19489, 0.10715], [-0.76828, -0.62349, -1.32126], [0.24585, 0.39205, -1.34830], [-0.74704, 0.25289, 0.97622], [0.62446, -0.54276, 0.58429], [2.49000, 0.92811, -0.28075], [-0.90451, 1.35913, 1.14147]],
  "forces_ev_per_a": [[4.804, 3.256, -4.593], [0.625, -1.191, 0.223], [-2.194, 0.428, -2.515], [-0.678, 0.439, 0.100], [1.098, -2.765, 1.952], [-1.701, -0.394, 0.478], [-1.545, 2.465, -0.083], [-0.561, -2.060, 0.789], [2.981, 2.591, -0.756], [-1.546, 0.250, 1.412], [1.911, 0.342, -1.363], [1.162, -0.227, 0.949], [-1.966, 0.579, 2.807], [-3.521, -2.270, 0.853], [1.132, -1.444, -0.254]],
  "mulliken_charge": [0.01, 0.47, -0.28, 0.30, 0.24, 0.22, -0.53, 0.26, 0.24, -0.33, -0.32, -0.19, 0.31, -0.69, 0.27]
}